{
  "formula": "C27H72N10O11",
  "method": "ωB97M-V with the def2-TZVPD basis set",
  "mol_weight_da": 712.932,
  "homo_energy_ev": -8.59,
  "de_lowest_kj_mol": 81.42,
  "e_lumo_ev": 0.6,
  "smiles": "COCCNCCOC.COCCNCCOC.COCCNCCOC.COCCNCCOC.NC(N)=O.NC(N)=O.NC(N)=O",
  "homo_lumo_gap_ha": 0.336,
  "species": ["C", "O", "C", "C", "N", "C", "C", "O", "C", "H", "H", "H", "H", "H", "H", "H", "H", "H", "H", "H", "H", "H", "H", "H", "C", "O", "C", "C", "N", "C", "C", "O", "C", "H", "H", "H", "H", "H", "H", "H", "H", "H", "H", "H", "H", "H", "H", "H", "C", "O", "C", "C", "N", "C", "C", "O", "C", "H", "H", "H", "H", "H", "H", "H", "H", "H", "H", "H", "H", "H", "H", "H", "C", "O", "C", "C", "N", "C", "C", "O", "C", "H", "H", "H", "H", "H", "H", "H", "H", "H", "H", "H", "H", "H", "H", "H", "N", "C", "N", "O", "H", "H", "H", "H", "N", "C", "N", "O", "H", "H", "H", "H", "N", "C", "N", "O", "H", "H", "H", "H"],
  "coordinates": [[15.978985, 15.691886, 14.069901], [14.819924, 15.802528, 13.240776], [15.168788, 16.810677, 12.230859], [14.136670, 17.048535, 11.215031], [14.084371, 15.952531, 10.313847], [13.218974, 14.884641, 10.676148], [12.787008, 14.140440, 9.440565], [12.153851, 15.180669, 8.658277], [11.852525, 14.750356, 7.347101], [15.725606, 14.983379, 14.860877], [16.237571, 16.680359, 14.417174], [16.796147, 15.323873, 13.449555], [16.077596, 16.446311, 11.717452], [15.396126, 17.703626, 12.832048], [14.468310, 17.931351, 10.604892], [13.144505, 17.311236, 11.695173], [13.662084, 16.325796, 9.492284], [12.279640, 15.187737, 11.143115], [13.807798, 14.249993, 11.304443], [12.178636, 13.287863, 9.708462], [13.637151, 13.717805, 8.873453], [10.861519, 14.273682, 7.317987], [12.630770, 14.076400, 7.035351], [11.751872, 15.639774, 6.730717], [7.095206, 20.690937, 11.363423], [7.883424, 19.628196, 11.657248], [9.014628, 19.604955, 10.831022], [9.594947, 18.232869, 10.573762], [8.664009, 17.478280, 9.792116], [8.986293, 16.084792, 9.546285], [9.151348, 15.232151, 10.786985], [9.257032, 13.893089, 10.451713], [9.805677, 13.134715, 11.484682], [6.396892, 20.820491, 12.179540], [6.535514, 20.577816, 10.415559], [7.690597, 21.638410, 11.239021], [9.762118, 20.352631, 11.225090], [8.641378, 19.987580, 9.857188], [9.875774, 17.776314, 11.550470], [10.536994, 18.368073, 10.062170], [7.748305, 17.440170, 10.242241], [9.961425, 16.050961, 9.014367], [8.126244, 15.666403, 8.983881], [8.295192, 15.405222, 11.482506], [10.057163, 15.513371, 11.351333], [10.833234, 13.477408, 11.712843], [9.826519, 12.072350, 11.233150], [9.203989, 13.215021, 12.428316], [14.448579, 12.278421, 16.170105], [15.040426, 11.971830, 14.900947], [14.132070, 11.319768, 14.006529], [14.305028, 9.814761, 13.997218], [15.654379, 9.411563, 13.711773], [16.074221, 9.741065, 12.362156], [15.265008, 9.027671, 11.286836], [13.971237, 9.590675, 11.047051], [14.002019, 10.760836, 10.286537], [14.246947, 11.425094, 16.835522], [13.550348, 12.796494, 16.012202], [15.194575, 12.942499, 16.631476], [14.342738, 11.675632, 12.994665], [13.119469, 11.641136, 14.264510], [13.651453, 9.323656, 13.277941], [14.022713, 9.441838, 14.979647], [16.283397, 9.881162, 14.374462], [17.110106, 9.429554, 12.207124], [16.137431, 10.822142, 12.103812], [15.168671, 8.006210, 11.624713], [15.854081, 9.031552, 10.372721], [13.185103, 10.698133, 9.573057], [14.945611, 10.776105, 9.685302], [13.909080, 11.678537, 10.897738], [9.896702, 12.442234, 19.119458], [10.809565, 12.882475, 18.133016], [10.219760, 13.602033, 17.084362], [9.737761, 12.744235, 15.958681], [10.884524, 11.980683, 15.304994], [10.513758, 10.780459, 14.553546], [10.311151, 9.570350, 15.383101], [11.495350, 9.135769, 15.953068], [11.482585, 7.856612, 16.596761], [9.471326, 13.307227, 19.692946], [10.552927, 11.938874, 19.797464], [9.058460, 11.783121, 18.786428], [10.988486, 14.259845, 16.704127], [9.398756, 14.169314, 17.542556], [9.322543, 13.407499, 15.198722], [9.007238, 12.024420, 16.338728], [11.494355, 11.706823, 16.088751], [11.281961, 10.583874, 13.802495], [9.642465, 11.085684, 13.957197], [9.791299, 8.731425, 14.851764], [9.642012, 9.789950, 16.233212], [11.008065, 8.008252, 17.562374], [12.539289, 7.566498, 16.726401], [10.988278, 7.094193, 16.028313], [8.152203, 17.700857, 13.873256], [7.763443, 17.827122, 15.197963], [8.271550, 16.916354, 16.049523], [7.167094, 18.780891, 15.644130], [8.683222, 16.881104, 13.589758], [7.614018, 18.197168, 13.184188], [8.990360, 16.305637, 15.721294], [8.166559, 17.216162, 17.024933], [12.100052, 14.401598, 14.204837], [11.322499, 15.526264, 14.090601], [11.887095, 16.772344, 13.890801], [10.068524, 15.416244, 14.091696], [13.076589, 14.615525, 14.249450], [11.719396, 13.501087, 14.613392], [11.393824, 17.545260, 13.465272], [12.895089, 16.836133, 14.035943], [12.647637, 21.705449, 13.844894], [11.932841, 20.553198, 13.786055], [10.924386, 20.642254, 14.676804], [12.155113, 19.656800, 13.041516], [13.596797, 21.828533, 13.454669], [12.413271, 22.295336, 14.624584], [10.682695, 21.511902, 15.127447], [10.100224, 20.166700, 14.268681]],
  "forces_ev_per_angstrom": [[-0.9, -0.7, -0.6], [0.3, 0.7, -0.7], [0.9, -0.5, 1.8], [-0.9, 1.4, 0.2], [-0.2, 0.4, -1.2], [0.0, -1.1, 0.0], [0.6, 1.0, -0.5], [0.1, -1.2, 0.2], [-1.0, 0.4, 0.5], [0.3, 0.2, 0.0], [0.2, 0.3, 0.6], [0.3, -0.2, 0.2], [-0.2, 0.3, 0.2], [0.1, 0.2, -0.4], [-0.3, -0.5, 0.7], [0.9, -0.2, -0.5], [0.0, 0.2, -1.0], [0.0, 0.3, 0.5], [-0.2, -0.8, 0.9], [-0.8, 0.0, -0.1], [0.0, 0.4, 0.1], [0.3, -0.3, 0.0], [0.2, -0.3, -0.7], [0.4, 0.0, -0.2], [-0.9, 2.2, -0.6], [0.8, -1.9, 0.7], [0.6, 1.3, -1.1], [0.0, 0.3, 1.6], [-1.0, -0.7, -0.1], [0.5, -0.2, -0.4], [0.0, 0.9, 1.2], [-0.2, -0.9, -0.8], [0.0, -0.2, 1.3], [-0.2, 0.1, 0.1], [0.1, -0.2, 0.2], [-0.4, -0.6, 0.3], [-0.4, -0.8, -0.3], [0.6, -0.1, 0.1], [-0.2, 0.1, -0.3], [0.3, 0.0, -0.5], [0.2, 0.6, 0.1], [-0.8, -0.2, -0.2], [0.8, 0.1, -0.1], [0.3, -0.1, -0.2], [-0.2, 0.2, -0.1], [-0.3, -0.2, 0.1], [0.0, 0.2, -0.4], [0.4, 0.1, -0.6], [2.0, -0.3, -0.2], [-0.4, -0.5, 0.2], [-0.1, 0.4, -0.3], [-0.5, 0.0, 0.8], [1.1, 0.2, 0.0], [0.6, 0.5, -0.7], [0.1, 0.6, 0.6], [0.4, -0.8, 0.3], [0.7, 0.2, -0.7], [0.2, -0.1, -0.4], [-1.4, 0.9, -0.1], [-0.4, -0.2, 0.2], [0.1, 0.3, 0.2], [-0.1, -0.2, -0.1], [-0.2, 0.3, 0.1], [0.0, -0.2, 0.2], [-0.3, -0.3, -0.3], [0.0, -0.3, 0.3], [-0.4, -0.2, 0.3], [-0.5, -0.4, -0.1], [0.0, 0.0, -0.3], [-0.3, 0.2, 0.0], [-0.6, 0.4, 0.4], [0.1, -0.3, -0.3], [-0.2, 0.7, 0.4], [0.0, -0.6, 0.1], [-0.1, 0.3, 0.4], [0.5, -1.3, -1.0], [0.1, 0.8, 1.7], [0.0, 1.3, -0.9], [-2.0, -1.5, 1.1], [1.7, -0.6, -0.4], [0.8, 1.4, 0.2], [0.1, -0.5, -0.6], [0.0, -0.7, 0.6], [0.7, 0.4, -0.1], [0.1, 0.5, 0.0], [-0.1, 0.3, -0.6], [-0.3, -0.2, 0.0], [-0.3, 0.1, -0.1], [-0.2, 0.0, -0.4], [0.2, -0.1, 0.1], [-0.1, -0.5, 0.3], [0.5, 0.6, -0.1], [-0.3, 0.3, -0.2], [-0.1, -0.4, 0.3], [-0.5, 0.2, 0.0], [-0.5, -0.4, -0.5], [-0.3, -0.4, 0.5], [1.4, 0.5, -0.9], [-0.3, -0.4, 1.2], [-1.3, 1.0, -0.2], [-0.2, 0.1, 0.2], [0.1, 0.2, 0.0], [0.4, -0.4, 0.1], [0.4, -0.5, -0.8], [-0.2, 1.0, 0.4], [-2.0, 0.1, -0.6], [1.1, -1.7, 0.7], [0.9, 0.1, 0.1], [0.6, -0.4, -0.1], [0.2, 1.0, -0.6], [-0.1, -0.2, 0.3], [-0.5, 0.2, -0.5], [2.1, 1.4, -0.3], [0.7, 2.8, 1.0], [-3.0, -1.8, 0.0], [0.2, -2.3, -1.6], [-1.2, -0.5, 0.4], [0.4, 0.2, -0.2], [0.2, -0.1, -0.3], [0.4, 0.2, 1.0]]
}

{
  "formula": "C40H40N2OP",
  "method": "ωB97M-V with the def2-TZVPD basis set",
  "mol_weight_da": 595.747,
  "homo_energy_ev": -9.14,
  "de_lowest_kj_mol": 0.00,
  "charge": 1,
  "e_lumo_ev": -5.4,
  "homo_lumo_gap_ha": 0.137,
  "species": ["C", "C", "C", "C", "C", "C", "N", "P", "H", "N", "C", "C", "C", "C", "C", "C", "C", "C", "C", "C", "C", "C", "C", "C", "H", "H", "H", "H", "H", "H", "H", "H", "H", "H", "H", "H", "H", "H", "H", "H", "H", "H", "H", "H", "H", "H", "H", "H", "C", "O", "C", "C", "C", "C", "C", "C", "C", "C", "C", "C", "C", "C", "C", "C", "C", "C", "C", "C", "C", "H", "H", "H", "H", "H", "H", "H", "H", "H", "H", "H", "H", "H", "H", "H"],
  "coordinates": [[-6.977127, -0.052554, 3.033796], [-5.525081, 0.121536, 2.689504], [-4.547685, -0.082084, 3.669314], [-3.189465, 0.053577, 3.377775], [-2.169501, -0.144934, 4.457970], [-2.811430, 0.386645, 2.062506], [-1.440643, 0.719876, 1.775789], [-0.218165, -0.381688, 1.227461], [-0.141912, 0.113917, -0.211805], [0.970822, 0.637983, 1.987118], [2.286811, 0.275794, 2.451885], [3.391611, 0.677102, 1.683880], [3.152996, 1.399794, 0.403226], [4.682227, 0.420640, 2.151390], [4.889929, -0.143713, 3.413957], [6.283796, -0.440965, 3.884208], [3.778432, -0.419551, 4.216799], [2.477495, -0.209124, 3.759805], [1.326814, -0.431716, 4.692457], [0.437515, 1.850218, 2.393374], [-0.904607, 1.894995, 2.273462], [-3.772199, 0.600295, 1.064637], [-3.300458, 0.984671, -0.303515], [-5.124574, 0.470687, 1.391196], [-7.599108, 0.176182, 2.163620], [-7.180410, -1.084198, 3.350462], [-7.286671, 0.601859, 3.859200], [-4.844667, -0.339825, 4.690514], [-1.478876, 0.702674, 4.561478], [-2.685213, -0.259220, 5.419596], [-1.580414, -1.058532, 4.302922], [4.070748, 1.431679, -0.187102], [2.391548, 0.871547, -0.170816], [2.801571, 2.431880, 0.544272], [5.549235, 0.675752, 1.528561], [6.273160, -0.798801, 4.917534], [6.746551, -1.210490, 3.253016], [6.921366, 0.449883, 3.829019], [3.927143, -0.803115, 5.230183], [1.703448, -0.912728, 5.603582], [0.854133, 0.510934, 5.009344], [0.557642, -1.090481, 4.272055], [1.082077, 2.592663, 2.837570], [-1.564291, 2.692996, 2.589511], [-4.148185, 1.098206, -0.984046], [-2.738561, 1.929255, -0.308823], [-2.641127, 0.215018, -0.717628], [-5.886502, 0.647223, 0.627290], [5.849792, -2.119232, -4.223672], [5.351700, -0.987555, -3.474024], [4.010980, -0.915431, -3.261333], [3.521912, 0.275160, -2.675946], [2.170160, 0.439533, -2.473485], [1.231561, -0.553634, -2.845658], [-0.181713, -0.292473, -2.728160], [-1.215100, -1.305541, -2.867029], [-2.441898, -0.655604, -3.241160], [-3.554941, -1.383483, -3.643521], [-3.445119, -2.778047, -3.721759], [-2.271990, -3.428099, -3.298352], [-1.172260, -2.701847, -2.826199], [-2.190410, 0.776833, -3.315383], [-0.791928, 0.993390, -3.036812], [-0.248062, 2.252374, -3.297243], [-1.092531, 3.291406, -3.694007], [-2.461023, 3.083731, -3.918229], [-3.016135, 1.805562, -3.752003], [1.743962, -1.753530, -3.402025], [3.099716, -1.942711, -3.608334], [6.924665, -1.949372, -4.252357], [5.620753, -3.064259, -3.710884], [5.431040, -2.133379, -5.240960], [4.237868, 1.052529, -2.411357], [1.816887, 1.364045, -2.020870], [-4.477367, -0.862458, -3.893659], [-4.273269, -3.375974, -4.100789], [-2.210544, -4.517629, -3.349058], [-0.290347, -3.208993, -2.435029], [0.818564, 2.431323, -3.229793], [-0.671680, 4.283101, -3.855645], [-3.093718, 3.913522, -4.232550], [-4.069415, 1.601927, -3.943862], [1.068709, -2.537617, -3.734296], [3.470972, -2.869313, -4.052039]],
  "forces_ev_per_angstrom": [[-0.2, 0.0, 0.0], [0.4, 0.0, -0.1], [0.1, 0.1, -0.3], [-0.1, 0.1, -0.4], [0.0, -0.1, 0.5], [-0.4, 0.4, 0.3], [-0.2, -1.3, -0.3], [0.1, 1.1, 0.4], [0.1, -0.1, 0.4], [0.2, -1.2, -0.3], [0.4, 0.5, 0.4], [0.0, -0.3, 0.5], [0.1, 0.0, -0.4], [-0.1, 0.0, 0.1], [-0.3, 0.0, -0.2], [0.2, 0.0, 0.1], [0.2, 0.0, -0.3], [0.0, 0.1, -0.4], [-0.1, -0.3, 0.5], [-0.9, 0.5, 0.1], [0.8, 0.6, 0.3], [0.1, -0.1, 0.5], [-0.2, 0.1, -0.3], [0.1, -0.2, 0.3], [0.0, -0.1, 0.2], [0.0, 0.2, -0.1], [0.1, -0.1, -0.2], [0.1, 0.1, -0.3], [-0.1, -0.2, -0.2], [0.2, 0.0, -0.2], [-0.1, 0.2, -0.1], [-0.1, 0.1, 0.0], [0.1, 0.2, 0.2], [0.1, -0.2, 0.1], [-0.4, 0.0, 0.2], [0.1, 0.0, -0.2], [-0.1, 0.1, 0.2], [-0.1, -0.2, 0.0], [0.0, 0.1, -0.3], [-0.2, 0.1, -0.2], [0.1, -0.2, -0.3], [0.2, 0.2, 0.0], [0.0, 0.1, -0.1], [0.1, -0.1, -0.1], [0.1, 0.0, 0.0], [-0.1, -0.2, 0.1], [0.0, 0.1, 0.1], [0.2, -0.1, 0.2], [-0.1, 0.2, 0.2], [-1.4, -0.2, 0.0], [0.4, -0.1, -0.2], [0.1, -0.2, -0.2], [0.3, 0.2, -0.4], [-0.2, 0.0, 0.4], [0.9, -0.6, -1.2], [-1.3, 0.1, -0.1], [0.3, -1.3, -0.1], [0.5, 0.3, 0.3], [0.5, -0.3, 0.4], [-0.2, 0.1, -0.1], [0.0, 0.1, 0.1], [0.8, 1.2, -0.1], [-1.4, 0.6, -0.2], [-0.2, -0.1, 0.1], [-0.4, 0.1, -0.2], [0.4, -0.1, 0.3], [0.4, -0.5, 0.4], [0.2, -0.2, 0.0], [0.3, 0.2, 0.1], [-0.1, -0.2, -0.1], [0.2, 0.3, -0.1], [0.1, 0.1, 0.3], [-0.2, -0.2, -0.1], [0.1, -0.4, -0.1], [0.2, -0.2, -0.1], [0.2, 0.2, 0.1], [-0.1, 0.4, 0.1], [-0.3, 0.0, -0.1], [-0.2, 0.1, 0.0], [-0.1, -0.3, 0.0], [0.2, -0.2, 0.1], [0.3, 0.2, -0.1], [0.2, 0.3, 0.0], [-0.3, 0.4, 0.1]]
}

{
  "formula": "H2P2S4",
  "method": "ωB97M-V with the def2-TZVPD basis set",
  "mol_weight_da": 192.232,
  "homo_energy_ev": -8.84,
  "de_lowest_kj_mol": 141.33,
  "e_lumo_ev": -0.9,
  "homo_lumo_gap_ha": 0.293,
  "species": ["P", "P", "S", "S", "S", "S", "H", "H"],
  "coordinates": [[0.177576, 0.338560, 1.591306], [0.031868, -1.195239, -0.751272], [-0.106968, -2.766449, -1.876782], [1.597380, -1.000219, 0.583739], [-1.594827, -0.736099, 0.652640], [0.339909, 2.059489, 0.393523], [0.224496, 0.539957, -1.566220], [-0.669435, 2.759999, 0.973067]],
  "forces_ev_per_angstrom": [[-0.8, -0.9, 0.0], [-1.1, 2.2, -2.0], [0.2, 0.9, 0.7], [-0.3, 0.6, 0.6], [2.2, 0.2, -0.4], [0.1, 0.7, -0.2], [-0.5, -3.3, 1.3], [0.3, -0.4, 0.1]]
}

{
  "formula": "C5H10NO2",
  "method": "ωB97M-V with the def2-TZVPD basis set",
  "mol_weight_da": 116.140,
  "homo_energy_ev": -14.51,
  "de_lowest_kj_mol": 519.13,
  "charge": 1,
  "e_lumo_ev": -5.3,
  "homo_lumo_gap_ha": 0.339,
  "species": ["C", "C", "C", "C", "C", "N", "O", "O", "H", "H", "H", "H", "H", "H", "H", "H", "H", "H"],
  "coordinates": [[0.371379, 0.639749, -0.509481], [-0.742869, 1.311294, 1.674677], [1.675994, 0.719195, 1.380795], [-1.049400, -1.678974, -2.566436], [0.165842, 0.412270, 0.875535], [-0.308457, -1.409168, -1.384005], [0.650630, 1.234463, -1.427638], [-0.341165, -2.299303, -0.517370], [-0.528924, 1.327592, 2.748090], [-0.629132, 2.437838, 1.310670], [-1.812352, 0.844227, 1.465898], [2.070381, -0.332047, 1.749039], [2.348430, 1.081516, 0.698003], [1.603617, 1.390313, 2.250227], [-1.556587, -0.641463, -2.796604], [-1.742752, -2.477705, -2.629320], [-0.262814, -1.866934, -3.332881], [0.088178, -0.692863, 1.010801]],
  "forces_ev_per_angstrom": [[-0.7, 1.3, -0.8], [-3.1, 1.3, -1.9], [-0.8, -3.5, 3.0], [0.2, 3.1, -2.1], [3.0, -1.4, 1.3], [-0.5, -3.1, 3.6], [0.0, -0.4, 0.1], [0.2, 2.4, -2.2], [0.1, -0.5, -0.4], [-0.6, -2.4, 0.6], [1.8, 1.7, 0.8], [-0.5, 2.3, -0.6], [1.5, 1.0, -1.8], [0.1, -0.3, -0.5], [0.9, -2.0, 0.0], [-0.6, -0.9, 0.8], [-0.5, 0.4, 0.1], [-0.6, 0.9, 0.0]]
}